Record 1
Below is a molecular structure, C45H48BrN4O2Pd, with properties calculated with ωB97M-V/def2-TZVPD.

CARTESIAN COORDINATES (ANGSTROEM)
Pd  -0.441513  -1.029657  0.936147
C  -1.550227  -1.363436  -2.714305
C  -1.547414  0.138074  -2.998358
C  -1.713338  0.397664  -4.494146
C  -2.576546  0.850296  -2.136887
C  -3.819888  1.189508  -2.655930
C  -4.770828  1.840450  -1.884170
C  -4.469324  2.158797  -0.571144
C  -3.233607  1.850256  -0.006703
C  -2.969474  2.318766  1.415588
C  -2.725677  1.189994  2.417844
C  -1.851490  3.361404  1.488742
C  -2.276162  1.186838  -0.797779
N  -1.031863  0.840941  -0.254398
C  0.072369  1.431484  -0.678689
C  1.362016  0.950323  -0.275255
N  1.482976  -0.067353  0.544635
C  2.772186  -0.442606  0.983293
C  3.435684  0.300152  1.967220
C  4.737173  -0.075783  2.296973
C  5.372109  -1.143185  1.690142
C  4.683022  -1.894163  0.751514
C  3.378746  -1.573401  0.403353
C  2.640289  -2.422337  -0.612500
C  2.794691  -3.911105  -0.315468
C  3.091454  -2.092709  -2.037099
C  2.893084  1.517445  2.709174
C  3.585447  2.798494  2.224360
C  1.382470  1.729602  2.730184
C  2.389277  1.810523  -0.913236
C  3.758241  1.837553  -0.950681
C  4.397154  2.842167  -1.727976
C  3.699190  3.782538  -2.439539
C  2.277449  3.769839  -2.425012
C  1.404733  4.660795  -3.110646
C  0.047911  4.504922  -2.997178
C  -0.545181  3.471462  -2.221973
C  0.274266  2.597229  -1.554433
C  1.678316  2.778511  -1.664881
H  -0.790271  -1.869047  -3.314887
H  -2.523703  -1.798372  -2.964953
H  -1.339635  -1.567713  -1.663212
H  -0.562948  0.517272  -2.719531
H  -2.609222  -0.084377  -4.893584
H  -0.857750  -0.015538  -5.030924
H  -1.769899  1.464884  -4.715994
H  -4.050475  0.954623  -3.687082
H  -5.733389  2.102608  -2.305856
H  -5.200498  2.682170  0.035919
H  -3.893774  2.824606  1.722139
H  -1.787074  0.669385  2.223163
H  -3.531847  0.454199  2.389985
H  -2.675167  1.600237  3.429171
H  -0.878502  2.900981  1.327757
H  -1.841564  3.827165  2.476647
H  -1.987387  4.145328  0.740992
H  5.257453  0.487032  3.064468
H  6.385116  -1.406574  1.967631
H  5.163990  -2.749572  0.291068
H  1.576521  -2.178928  -0.534645
H  3.843466  -4.219856  -0.329255
H  2.264164  -4.501445  -1.063041
H  2.379632  -4.151220  0.664362
H  4.144776  -2.350664  -2.181792
H  2.974547  -1.028897  -2.250347
H  2.501968  -2.655162  -2.765648
H  3.196009  1.352996  3.749677
H  3.272965  3.037839  1.205165
H  4.672645  2.708788  2.229798
H  3.306967  3.637609  2.866441
H  1.020901  2.106784  1.772251
H  1.152885  2.485493  3.486567
H  0.847367  0.815480  2.982095
H  4.360662  1.126784  -0.400280
H  5.480179  2.860256  -1.749987
H  4.225813  4.534029  -3.016196
H  1.816176  5.458151  -3.718217
H  -0.606188  5.192359  -3.520667
H  -1.623539  3.391342  -2.173733
Br  -1.055089  -4.510380  -0.781084
C  -0.964832  -4.570844  1.129244
C  -1.648416  -5.587616  1.770957
C  -1.583955  -5.599077  3.157651
C  -0.863709  -4.615786  3.807283
C  -0.246117  -3.617234  3.059070
N  -0.293249  -3.609574  1.720523
C  0.482170  -2.477975  3.782905
O  1.091637  -2.822359  4.803517
O  0.318195  -1.340038  3.288421
H  -2.193529  -6.330372  1.207498
H  -2.097002  -6.372244  3.716669
H  -0.755009  -4.587830  4.881139
C  -5.561485  -1.724004  -0.582742
C  -4.882891  -2.563738  0.498941
C  -3.521820  -2.102730  0.755141
N  -2.452132  -1.745354  0.953328
H  -6.590889  -2.055538  -0.718133
H  -5.033794  -1.818235  -1.530337
H  -5.559982  -0.669729  -0.313483
H  -4.822806  -3.614332  0.207391
H  -5.434388  -2.516341  1.439852

Atoms 1-6, force components in eV/Å:
0.1 0.4 0.1
0.0 0.0 0.1
0.0 0.0 0.0
0.0 0.0 0.0
0.0 0.0 0.0
0.0 0.0 0.0

As for the multiplicity: 3. The LUMO energy (alpha / beta) is 2.241 / 2.241 eV. Its HOMO energy (alpha / beta) is -3.135 / -4.703 eV. Its HOMO-LUMO gap (alpha / beta) is 5.4 / 6.9 eV. The energy above the lowest of the compared OMol25 structures with the same formula, charge and spin is 58.24 kJ/mol. As for the net charge: -1.

Löwdin atomic charge list, values in e, 8 entries:
1 Pd 0.70
2 C -0.08
3 C -0.36
4 C -0.08
5 C -0.14
6 C -0.06
7 C -0.11
8 C -0.06

Record 2
Below is a single C4H6ClNO2S molecule in a non-equilibrium geometry, with properties calculated with ωB97M-V/def2-TZVPD.

CARTESIAN COORDINATES (ANGSTROEM)
C  -0.075386  -0.751415  0.056055
C  1.429336  1.722605  0.033758
C  -1.149697  0.227621  0.476841
C  -0.422931  -2.118499  -0.412957
N  1.124218  -0.523817  0.375184
O  0.217893  2.483236  -0.007822
O  1.413464  0.745306  1.041058
S  -1.028783  1.688719  -0.763755
Cl  -2.707460  -0.494038  0.301244
H  1.626970  1.279187  -1.043530
H  2.197433  2.359947  0.308430
H  -1.064816  0.776196  1.388842
H  -1.121272  -2.095750  -1.287878
H  -0.774773  -2.588815  0.388587
H  0.335804  -2.710476  -0.854064

Atoms 1-6, force components in eV/Å:
0.2 0.8 1.9
-0.8 -1.3 -2.0
0.2 1.0 -2.6
0.2 2.1 -4.6
1.4 -0.4 0.2
0.2 -0.4 -0.1

As for the multiplicity: 1. The LUMO energy is 0.518 eV. Its HOMO energy is -9.329 eV. Its HOMO-LUMO gap is 9.8 eV. The energy above the lowest of the compared OMol25 structures with the same formula, charge and spin is 153.65 kJ/mol.

natural (NBO) atomic charge list, values in e, 8 entries:
1 C 0.22
2 C 0.20
3 C -0.42
4 C -0.65
5 N -0.13
6 O -0.66
7 O -0.41
8 S 0.51

Record 3
Below is 2 unconnected molecules or ions with the total composition C3H6N3 in a non-equilibrium geometry, with properties calculated with ωB97M-V/def2-TZVPD.

CARTESIAN COORDINATES (ANGSTROEM)
C  1.753121  0.769508  0.041319
C  0.739347  -1.055713  0.009696
C  -1.642657  -0.229806  -0.007086
N  1.945698  -0.530805  0.022677
N  0.442653  1.049921  0.033538
N  -0.214155  -0.137065  0.014375
H  2.539404  1.499936  0.048856
H  0.518369  -2.531819  -0.166279
H  -1.938262  -1.262488  0.171401
H  -2.075289  0.399918  0.771448
H  -2.033291  0.084271  -0.977816
H  -0.034941  1.944141  0.037875

Atoms 1-6, force components in eV/Å:
-0.3 0.0 0.0
-0.8 -5.5 -0.9
-1.2 0.0 -0.2
0.4 -0.2 0.0
0.3 0.1 0.0
0.7 0.1 0.1

As for the multiplicity: 1. The LUMO energy is -4.142 eV. Its HOMO energy is -16.258 eV. Its HOMO-LUMO gap is 12.1 eV. The energy above the lowest of the compared OMol25 structures with the same formula, charge and spin is 176.79 kJ/mol. As for the net charge: +1.

natural (NBO) atomic charge list, values in e, 8 entries:
1 C 0.27
2 C 0.29
3 C -0.43
4 N -0.44
5 N -0.31
6 N -0.16
7 H 0.26
8 H 0.31

Record 4
Below is a single Cl2HN3 molecule in a non-equilibrium geometry, with properties calculated with ωB97M-V/def2-TZVPD.

CARTESIAN COORDINATES (ANGSTROEM)
N  -1.327326  -0.484635  0.006563
N  -0.502601  0.456131  0.084263
N  0.714820  0.204804  -0.071027
Cl  1.894357  1.389796  0.026354
Cl  1.445400  -1.547156  0.030585
H  -2.224649  -0.018939  -0.076736

Atomic forces in eV per Å
0.6 0.5 0.1
-2.0 -0.2 -0.6
3.0 -2.2 -0.1
-0.1 0.1 0.3
-1.0 1.8 -0.1
-0.4 0.0 0.4

As for the multiplicity: 1. The LUMO energy is -1.199 eV. Its HOMO energy is -9.814 eV. Its HOMO-LUMO gap is 8.6 eV. The energy above the lowest of the compared OMol25 structures with the same formula, charge and spin is 43.42 kJ/mol.

Atomic charges from the natural (NBO) analysis, expressed in e, are listed below:
1 N -0.43
2 N 0.04
3 N -0.22
4 Cl 0.24
5 Cl 0.03
6 H 0.34

Record 5
Below is a molecular structure, C6H19AgBrN5O3 in a non-equilibrium geometry, with properties calculated with ωB97M-V/def2-TZVPD.

CARTESIAN COORDINATES (ANGSTROEM)
Ag  -4.192234  -0.810707  0.902509
Br  -1.955304  -0.261457  -0.840641
C  1.173296  1.432143  1.093569
C  1.878126  1.018993  -0.233491
C  2.052586  -0.488207  -0.293401
O  2.809496  -0.872827  -1.356941
C  3.531106  -2.046957  -1.296071
N  1.149486  1.516273  -1.390761
H  0.128686  1.128523  1.024799
H  1.180176  2.514053  1.225919
H  1.616876  0.984583  1.982959
H  2.829846  1.549863  -0.255881
H  1.069946  -0.942667  -0.419801
H  2.525466  -0.723397  0.660099
H  4.437206  -1.825947  -0.731941
H  3.772696  -2.398697  -2.299081
H  2.923666  -2.824707  -0.833241
H  0.739736  2.372183  -1.044911
H  0.314446  0.954403  -1.475171
C  -4.053624  3.478943  -1.082021
O  -4.836834  4.442053  -1.198081
N  -4.433804  2.221813  -1.207391
N  -2.754474  3.616223  -0.900661
H  -5.412904  1.985493  -1.282361
H  -3.785814  1.452833  -1.113171
H  -2.413284  4.560143  -0.787921
H  -2.110794  2.837913  -0.901951
C  0.417476  -3.332077  1.284679
O  0.829296  -3.654487  0.188869
N  -0.507854  -2.462667  1.437949
N  0.807856  -3.673457  2.494839
H  -0.884614  -2.260027  0.523019
H  -0.942434  -2.141027  2.291059
H  0.379806  -3.235087  3.297769
H  1.716696  -4.112017  2.536869

Atoms 1-6, force components in eV/Å:
1.3 0.4 -1.0
-1.5 -0.3 1.0
0.0 -0.4 -0.5
-0.1 0.5 0.6
-0.3 0.7 0.8
0.5 1.2 -2.3

As for the multiplicity: 1. The LUMO energy is -2.979 eV. Its HOMO energy is -8.860 eV. Its HOMO-LUMO gap is 5.9 eV. The energy above the lowest of the compared OMol25 structures with the same formula, charge and spin is 315.96 kJ/mol.

natural (NBO) atomic charge list, values in e, 8 entries:
1 Ag 0.82
2 Br -0.78
3 C -0.64
4 C -0.06
5 C -0.06
6 O -0.54
7 C -0.24
8 N -0.80

Record 6
Below is a molecular structure, C25H48FeP4Se in a non-equilibrium geometry, with properties calculated with ωB97M-V/def2-TZVPD.

CARTESIAN COORDINATES (ANGSTROEM)
Fe  0.020704  -0.050898  0.080168
P  0.966842  -0.966981  -1.696955
P  1.369604  1.872332  0.254769
P  -1.463656  1.064191  -1.260345
H  -6.671655  -5.232728  3.192566
C  -7.075692  -5.158754  2.172748
C  -6.793839  -6.075217  1.233274
H  -6.153183  -6.935092  1.453361
C  2.328098  -2.176437  -1.558408
C  1.883553  0.191337  -2.814911
C  -0.069164  -1.811067  -2.954340
C  0.902835  2.891443  1.722061
C  3.170785  1.632983  0.533089
C  1.398063  3.190884  -1.039517
C  -2.903812  -0.044724  -1.533438
C  -1.195774  1.705137  -2.974264
C  -2.264713  2.552088  -0.528321
H  -7.765753  -4.328153  1.964019
H  -7.244535  -6.015948  0.237849
H  1.983671  -3.109519  -1.108712
H  3.159226  -1.770407  -0.972982
H  2.683877  -2.387271  -2.573510
H  2.721125  0.687349  -2.312858
H  1.248946  0.960956  -3.259837
H  2.291349  -0.418360  -3.631465
H  -0.569279  -2.665668  -2.484124
H  0.608265  -2.169174  -3.737865
H  -0.827602  -1.156660  -3.396364
H  1.591013  3.745386  1.797089
H  0.974446  2.289410  2.636781
H  -0.124307  3.268560  1.625288
H  3.672740  2.607950  0.457032
H  3.601345  0.953276  -0.213682
H  3.354943  1.212202  1.529819
H  2.053555  3.995704  -0.676602
H  0.399758  3.610746  -1.216945
H  1.805139  2.811200  -1.983756
H  -3.577775  0.429117  -2.259417
H  -3.431887  -0.216989  -0.587207
H  -2.567528  -1.013466  -1.920810
H  -2.148449  2.148879  -3.296018
H  -0.927786  0.911757  -3.680563
H  -0.423864  2.484091  -3.001394
H  -2.948298  2.973772  -1.278069
H  -1.536580  3.320922  -0.241048
H  -2.833872  2.259607  0.362005
C  -2.983835  -0.947464  1.881131
C  -3.006638  -2.226879  1.318879
C  -4.141110  -3.029013  1.494311
C  -5.228173  -2.540672  2.225451
C  -5.211013  -1.246744  2.769409
C  -4.093740  -0.448629  2.591761
Se  -1.486980  0.271766  1.798896
H  -0.398593  -1.525118  -0.275792
H  -2.156546  -2.583452  0.738783
H  -4.181616  -4.028860  1.053608
H  -6.104565  -3.175196  2.368277
H  -6.080138  -0.872070  3.327435
H  -4.068295  0.566345  2.991867
C  1.111221  -3.223608  1.498932
P  1.155602  -1.403776  1.823928
C  0.419059  -1.471078  3.519414
C  2.925336  -1.166978  2.376478
C  3.964079  -1.786938  1.656308
C  5.295840  -1.574455  2.019926
C  5.612156  -0.803478  3.151046
C  4.585234  -0.224298  3.894885
C  3.245657  -0.381338  3.496187
H  1.276674  -3.720073  2.462353
H  1.869638  -3.550363  0.787689
H  0.116918  -3.495454  1.119573
H  1.038090  -2.101495  4.176187
H  0.345937  -0.468755  3.959866
H  -0.584842  -1.902749  3.452299
H  3.739994  -2.458079  0.832785
H  6.087027  -2.029268  1.430400
H  6.651269  -0.665125  3.441720
H  4.816409  0.348106  4.791646
H  2.465937  0.092871  4.097830

Atoms 1-6, force components in eV/Å:
0.3 -0.6 0.7
1.2 -0.6 -2.0
1.6 1.6 0.4
-1.7 1.2 -1.8
-0.2 0.0 -0.4
-1.1 2.7 3.0

As for the multiplicity: 6. The LUMO energy (alpha / beta) is -9.247 / -13.642 eV. Its HOMO energy (alpha / beta) is -14.432 / -15.729 eV. Its HOMO-LUMO gap (alpha / beta) is 5.2 / 2.1 eV. The energy above the lowest of the compared OMol25 structures with the same formula, charge and spin is 0.00 kJ/mol. As for the net charge: +3.

Löwdin atomic charge list, values in e, 8 entries:
1 Fe -0.39
2 P 0.73
3 P 0.77
4 P 0.70
5 H 0.14
6 C 0.18
7 C 0.24
8 H 0.13

Record 7
Below is 2 unconnected molecules or ions with the total composition C4H11NO in a non-equilibrium geometry, with properties calculated with ωB97M-V/def2-TZVPD.

CARTESIAN COORDINATES (ANGSTROEM)
C  2.562204  -1.115840  -1.339457
O  2.311138  -0.868244  0.085153
H  2.767543  -2.185069  -1.445621
H  1.656699  -0.775820  -1.822146
H  3.370168  -0.492357  -1.672999
H  3.115742  -1.154672  0.543654
C  -2.498211  1.449129  -0.531078
C  -1.931085  0.627396  0.576593
C  -0.585426  0.479083  0.808224
N  -0.123690  -0.272728  1.883500
H  -1.733819  1.865293  -1.170336
H  -3.137774  0.763535  -1.160479
H  -3.196270  2.221553  -0.210354
H  -2.595470  0.152962  1.318390
H  0.126189  1.001214  0.160787
H  0.733477  -0.818089  1.655630
H  -0.841415  -0.877347  2.320539

Atoms 1-6, force components in eV/Å:
-0.6 0.0 1.8
0.7 -0.3 -0.6
-0.1 0.2 -0.5
-0.2 -0.3 -0.3
0.6 0.1 -0.3
-0.4 0.2 0.0

As for the multiplicity: 1. The LUMO energy is 0.768 eV. Its HOMO energy is -7.414 eV. Its HOMO-LUMO gap is 8.2 eV. The energy above the lowest of the compared OMol25 structures with the same formula, charge and spin is 174.52 kJ/mol.

natural (NBO) atomic charge list, values in e, 8 entries:
1 C -0.25
2 O -0.75
3 H 0.17
4 H 0.19
5 H 0.17
6 H 0.46
7 C -0.63
8 C -0.30

The M results, record by record, are as follows: 863.2; 167.6; 84.1; 113.9; 397.0; 607.4; 89.1 g/mol.